1.
Density functional theory data (the ωB97M-V functional and the def2-TZVPD basis) for an isolated ion of composition C35H32O2P and charge +1 in a non-equilibrium geometry.

CARTESIAN COORDINATES (ANGSTROEM)
C  0.048  0.720  0.058
C  -1.178  0.455  0.994
C  -1.703  1.558  1.700
C  -2.794  1.383  2.568
C  -3.299  0.069  2.733
C  -2.777  -1.064  2.066
C  -1.691  -0.837  1.193
C  1.300  0.407  0.875
C  2.410  1.243  0.696
C  3.554  1.071  1.462
C  3.574  0.023  2.401
C  2.457  -0.805  2.665
C  1.311  -0.585  1.882
H  0.032  1.608  -0.553
H  -1.177  2.535  1.585
H  -3.195  2.279  3.131
H  -4.106  -0.067  3.426
H  -3.110  -2.121  2.268
H  -1.208  -1.704  0.700
H  2.311  2.057  -0.031
H  4.411  1.769  1.303
H  4.473  -0.120  2.988
H  2.453  -1.600  3.459
H  0.411  -1.196  2.090
C  4.253  -1.522  -1.560
C  3.106  -1.119  -2.481
O  2.141  -0.454  -1.557
C  1.117  -0.066  -2.213
C  -0.134  0.234  -1.367
P  -1.330  0.788  -2.822
C  -0.782  1.813  -4.226
C  -0.939  1.448  -5.583
C  -0.515  2.293  -6.617
C  0.082  3.529  -6.308
C  0.280  3.892  -4.964
C  -0.111  3.019  -3.940
C  -2.222  -0.537  -3.650
C  -3.483  -0.246  -4.215
C  -4.222  -1.187  -4.926
C  -3.690  -2.486  -5.091
C  -2.431  -2.806  -4.541
C  -1.698  -1.828  -3.852
C  -2.655  1.630  -1.969
C  -2.757  3.042  -2.004
C  -3.735  3.685  -1.243
C  -4.634  2.915  -0.476
C  -4.566  1.509  -0.473
C  -3.601  0.873  -1.242
O  1.065  -0.236  -3.407
H  5.049  -1.930  -2.205
H  4.656  -0.639  -1.010
H  3.928  -2.314  -0.837
H  3.389  -0.348  -3.217
H  2.627  -2.002  -2.948
H  -0.528  -0.816  -1.073
H  -1.414  0.501  -5.844
H  -0.653  1.991  -7.666
H  0.409  4.196  -7.122
H  0.742  4.861  -4.720
H  0.074  3.322  -2.905
H  -3.907  0.746  -4.102
H  -5.216  -0.935  -5.334
H  -4.287  -3.252  -5.628
H  -2.041  -3.834  -4.655
H  -0.704  -2.094  -3.500
H  -2.072  3.620  -2.632
H  -3.783  4.789  -1.254
H  -5.387  3.439  0.128
H  -5.246  0.933  0.154
H  -3.577  -0.211  -1.280

ΔE to the lowest compared entry with this formula, charge and spin = 0.0 kJ/mol
Total charge = +1
E_HOMO = -11.118 eV
LUMO = -2.7 eV

2.
Density functional theory data (the ωB97M-V functional and the def2-TZVPD basis) for C35H33AlN6PS as an isolated structure.

CARTESIAN COORDINATES (ANGSTROEM)
Al  0.186  -0.108  1.332
C  -1.851  4.702  4.233
C  -2.556  3.404  3.850
N  -1.726  2.225  4.065
C  -0.768  1.823  3.226
S  0.112  0.349  3.638
N  -0.503  2.521  2.146
N  0.412  1.876  1.390
C  1.415  2.486  0.872
C  1.587  3.966  0.902
C  2.477  1.566  0.451
C  3.692  2.001  -0.061
C  4.712  1.086  -0.257
C  4.476  -0.248  0.033
C  3.229  -0.612  0.508
N  2.251  0.265  0.729
H  -2.479  5.559  3.989
H  -0.917  4.788  3.681
H  -1.635  4.726  5.302
H  -2.834  3.425  2.796
H  -3.461  3.270  4.442
H  -1.737  1.782  4.968
H  0.786  4.401  1.492
H  1.542  4.381  -0.108
H  2.548  4.238  1.338
H  3.833  3.048  -0.285
H  5.676  1.413  -0.624
H  5.246  -0.995  -0.102
H  2.993  -1.647  0.705
C  1.332  1.947  -4.966
C  1.032  2.557  -3.756
C  0.770  1.782  -2.639
C  0.791  0.390  -2.720
C  1.104  -0.218  -3.935
C  1.378  0.563  -5.049
P  0.192  -0.519  -1.248
C  0.671  -2.249  -1.601
C  2.008  -2.554  -1.872
C  2.395  -3.863  -2.113
C  1.454  -4.883  -2.089
C  0.126  -4.590  -1.825
C  -0.264  -3.280  -1.582
C  -1.600  -0.506  -1.527
C  -2.154  -0.623  -2.778
C  -3.548  -0.648  -2.945
C  -4.364  -0.550  -1.854
C  -3.828  -0.426  -0.553
C  -4.678  -0.355  0.574
C  -4.144  -0.310  1.827
C  -2.745  -0.297  2.000
C  -1.842  -0.300  0.953
C  -2.416  -0.398  -0.363
H  1.523  2.549  -5.844
H  0.994  3.636  -3.688
H  0.522  2.251  -1.691
H  1.122  -1.294  -4.026
H  1.617  0.082  -5.989
H  2.736  -1.754  -1.928
H  3.431  -4.084  -2.337
H  1.764  -5.900  -2.289
H  -0.618  -5.376  -1.822
H  -1.308  -3.050  -1.407
H  -1.520  -0.699  -3.652
H  -3.966  -0.750  -3.938
H  -5.441  -0.570  -1.967
H  -5.751  -0.354  0.425
H  -4.791  -0.277  2.694
H  -2.375  -0.289  3.018
N  -0.553  -2.823  1.751
C  -0.331  -4.049  2.228
C  1.000  -4.111  2.586
C  1.509  -2.848  2.291
N  0.561  -2.070  1.765
H  -1.417  -2.376  1.456
H  -1.112  -4.788  2.297
H  1.526  -4.945  3.014
H  2.503  -2.472  2.462

ΔE to the lowest compared entry with this formula, charge and spin = 55.1 kJ/mol
Total charge = +1
E_HOMO = -10.415 eV
LUMO = -3.2 eV

3.
Density functional theory data (the ωB97M-V functional and the def2-TZVPD basis) for C35H33AsI2N2O5ReS as an isolated structure.

CARTESIAN COORDINATES (ANGSTROEM)
Re  0.148  -2.039  1.236
I  -2.978  -0.446  4.277
C  -2.663  -2.486  3.866
I  -2.390  -2.917  1.786
H  -3.526  -3.062  4.175
H  -1.763  -2.812  4.371
S  0.540  -3.039  -0.912
C  2.155  -2.528  -0.541
C  3.337  -2.712  -1.258
C  4.504  -2.224  -0.718
C  4.498  -1.578  0.523
C  3.303  -1.439  1.187
N  2.162  -1.891  0.651
H  3.311  -3.224  -2.208
H  5.438  -2.347  -1.252
H  5.409  -1.206  0.968
H  3.229  -0.976  2.163
O  1.672  -4.917  6.532
C  1.382  -4.351  5.517
C  1.324  -4.970  4.106
O  1.583  -6.113  3.822
C  0.903  -3.863  3.252
C  0.724  -2.681  3.952
O  0.357  -1.614  3.325
C  0.977  -2.869  5.390
O  0.889  -2.068  6.287
O  0.682  -3.850  1.955
C  4.211  -0.100  -4.442
C  2.933  -0.009  -3.657
C  2.869  0.712  -2.475
C  1.713  0.768  -1.705
C  1.760  1.629  -0.477
C  0.569  0.080  -2.127
As  -1.095  -0.205  -1.108
N  -0.410  -0.266  0.740
C  -0.437  0.841  1.641
C  -1.494  1.749  1.675
C  -1.499  2.796  2.584
C  -0.458  2.953  3.485
C  0.595  2.050  3.463
C  0.609  1.015  2.548
C  -2.195  1.427  -1.362
C  -1.893  2.620  -2.042
C  -0.555  2.981  -2.630
C  -2.899  3.572  -2.213
C  -4.189  3.394  -1.751
C  -5.244  4.445  -1.942
C  -4.483  2.201  -1.104
C  -3.523  1.222  -0.914
C  -3.941  -0.024  -0.174
C  0.600  -0.607  -3.351
C  -0.590  -1.322  -3.942
C  1.780  -0.646  -4.087
H  4.874  0.735  -4.217
H  4.018  -0.109  -5.514
H  4.746  -1.022  -4.199
H  3.742  1.261  -2.139
H  2.434  2.471  -0.638
H  2.133  1.072  0.380
H  0.785  2.026  -0.203
H  -2.331  1.640  1.008
H  -2.334  3.484  2.588
H  -0.467  3.766  4.197
H  1.412  2.148  4.165
H  1.436  0.321  2.543
H  -0.191  2.229  -3.325
H  0.201  3.113  -1.859
H  -0.640  3.925  -3.168
H  -2.654  4.490  -2.734
H  -4.862  5.289  -2.511
H  -5.598  4.817  -0.980
H  -6.107  4.039  -2.471
H  -5.489  2.027  -0.738
H  -4.982  0.056  0.137
H  -3.343  -0.183  0.729
H  -3.835  -0.919  -0.789
H  -1.542  -1.026  -3.504
H  -0.489  -2.401  -3.807
H  -0.645  -1.121  -5.011
H  1.786  -1.181  -5.031

ΔE to the lowest compared entry with this formula, charge and spin = 28.7 kJ/mol
Spin multiplicity = 2
E_HOMO (spin up / spin down) = -7.775 / -7.739 eV
LUMO (spin up / spin down) = -1.5 / -1.2 eV
<S²> = 0.770

4.
Density functional theory data (the ωB97M-V functional and the def2-TZVPD basis) for C35H33BrClN7O11STl as an isolated structure in a non-equilibrium geometry.

CARTESIAN COORDINATES (ANGSTROEM)
Tl  0.890  -0.718  1.798
Br  -4.163  3.344  -4.480
C  -3.553  4.089  -2.841
C  -4.475  4.556  -1.927
C  -4.027  5.157  -0.764
C  -2.669  5.266  -0.486
C  -1.748  4.760  -1.409
C  -2.189  4.191  -2.593
N  -2.274  6.105  0.593
N  -1.311  5.894  1.370
C  -0.632  4.684  1.548
C  0.723  4.826  1.842
C  1.599  3.767  1.961
C  1.144  2.438  1.866
O  1.898  1.432  1.951
C  -0.310  2.273  1.744
N  -0.753  1.013  1.901
C  -2.038  0.746  1.938
C  -2.988  1.771  1.825
C  -2.568  3.063  1.650
C  -1.190  3.365  1.578
H  -5.534  4.478  -2.131
H  -4.737  5.576  -0.061
H  -0.688  4.850  -1.213
H  -1.475  3.861  -3.335
H  1.090  5.842  1.934
H  2.652  3.925  2.151
H  -2.307  -0.293  2.082
H  -4.041  1.536  1.901
H  -3.295  3.863  1.606
C  4.889  -1.818  -6.070
C  4.559  -1.248  -4.717
C  3.927  -2.027  -3.753
C  3.642  -1.516  -2.494
C  3.999  -0.210  -2.199
C  4.646  0.582  -3.139
C  4.916  0.061  -4.392
S  3.533  0.502  -0.636
O  4.612  1.333  -0.199
O  2.342  1.403  -1.032
N  2.941  -0.583  0.247
C  3.886  -1.426  0.991
C  3.169  -2.735  1.347
O  3.809  -3.773  1.312
O  1.922  -2.651  1.681
H  4.199  -2.618  -6.339
H  5.897  -2.237  -6.073
H  4.848  -1.051  -6.843
H  3.655  -3.049  -3.986
H  3.153  -2.125  -1.743
H  4.933  1.592  -2.879
H  5.418  0.675  -5.130
H  4.185  -0.931  1.920
H  4.780  -1.683  0.421
Cl  2.345  0.241  6.767
C  1.300  -1.005  6.026
C  1.147  -0.820  4.525
O  -0.018  -0.837  4.059
O  2.173  -0.713  3.819
H  0.330  -0.956  6.506
H  1.766  -1.970  6.211
N  0.657  0.599  -3.275
C  -0.636  0.075  -2.812
C  -0.811  0.199  -1.287
N  0.087  -0.695  -0.541
H  0.527  1.462  -3.791
H  1.112  -0.049  -3.906
H  1.803  1.056  -1.835
H  -0.681  -0.984  -3.072
H  -1.452  0.581  -3.322
H  -1.844  -0.028  -1.021
H  -0.607  1.233  -0.989
H  1.015  -0.673  -0.946
H  -0.236  -1.676  -0.586
O  -1.191  -3.044  -0.286
C  -1.475  -2.963  0.920
O  -1.007  -2.156  1.770
C  -2.552  -3.892  1.465
C  -3.171  -4.810  0.624
C  -4.173  -5.635  1.102
C  -4.542  -5.522  2.431
C  -3.938  -4.624  3.294
C  -2.933  -3.809  2.800
N  -5.619  -6.384  2.945
O  -5.969  -6.233  4.099
O  -6.111  -7.195  2.184
H  -2.846  -4.861  -0.407
H  -4.669  -6.358  0.470
H  -4.253  -4.578  4.326
H  -2.417  -3.104  3.439

ΔE to the lowest compared entry with this formula, charge and spin = 121.1 kJ/mol
Total charge = -1
E_HOMO = -5.054 eV
LUMO = 1.5 eV

5.
Density functional theory data (the ωB97M-V functional and the def2-TZVPD basis) for C35H33CdClN4S2Si2 as an isolated structure in a non-equilibrium geometry.

CARTESIAN COORDINATES (ANGSTROEM)
C  -1.706  -0.829  1.047
C  -0.449  -1.486  1.094
C  0.463  -0.639  1.835
H  -0.236  -2.495  0.735
C  -0.274  0.541  2.215
C  -1.587  0.417  1.716
H  -2.398  1.126  1.874
H  -2.628  -1.242  0.638
H  1.421  -0.947  2.258
H  0.112  1.357  2.827
Cd  0.934  0.166  -0.306
Si  7.175  0.600  1.430
C  8.457  0.372  0.065
C  8.943  1.455  -0.699
H  8.686  2.486  -0.429
C  9.762  1.230  -1.815
H  10.113  2.074  -2.419
C  10.137  -0.076  -2.158
H  10.777  -0.257  -3.030
C  9.696  -1.153  -1.373
H  10.004  -2.173  -1.624
C  8.867  -0.929  -0.269
H  8.543  -1.765  0.353
C  7.833  2.047  2.469
C  9.127  1.959  3.019
H  9.705  1.038  2.897
C  9.689  3.046  3.706
H  10.687  2.955  4.137
C  8.979  4.249  3.836
H  9.420  5.096  4.368
C  7.698  4.357  3.287
H  7.135  5.292  3.371
C  7.129  3.259  2.635
H  6.116  3.375  2.235
H  6.984  -0.651  2.194
Si  5.351  1.934  -0.002
C  4.372  1.719  1.661
C  4.336  0.580  2.500
H  4.839  -0.361  2.236
C  3.591  0.582  3.686
H  3.581  -0.317  4.308
C  2.861  1.706  4.055
H  2.308  1.708  4.996
C  2.847  2.823  3.215
H  2.248  3.695  3.475
C  3.587  2.828  2.032
H  3.506  3.681  1.350
C  5.085  0.204  -0.843
C  4.246  -0.810  -0.334
H  3.608  -0.623  0.536
C  4.197  -2.075  -0.929
H  3.555  -2.847  -0.498
C  4.977  -2.351  -2.054
H  4.955  -3.344  -2.509
C  5.784  -1.344  -2.586
H  6.397  -1.544  -3.464
C  5.812  -0.071  -2.013
H  6.422  0.713  -2.476
H  4.780  3.023  -0.826
Cl  2.287  2.068  -1.028
N  0.426  -2.607  -2.450
C  -0.567  -1.712  -2.524
N  -0.556  -0.515  -1.985
C  -1.734  0.188  -2.235
C  -2.658  -0.521  -2.983
S  -2.062  -2.084  -3.384
C  -1.851  1.476  -1.617
C  -2.933  2.351  -1.565
S  -2.582  3.687  -0.542
C  -0.969  3.029  -0.274
N  -0.769  1.881  -0.862
N  -0.065  3.645  0.510
H  0.283  -3.499  -2.894
H  1.321  -2.371  -2.033
H  -3.626  -0.126  -3.263
H  -3.867  2.179  -2.081
H  -0.282  4.599  0.774
H  0.911  3.386  0.335

ΔE to the lowest compared entry with this formula, charge and spin = 148.6 kJ/mol
E_HOMO = -7.262 eV
LUMO = -0.2 eV

6.
Density functional theory data (the ωB97M-V functional and the def2-TZVPD basis) for C35H33Cl2N6O5S2Ti as an isolated structure.

CARTESIAN COORDINATES (ANGSTROEM)
Ti  -0.530  0.104  -0.090
C  0.707  1.446  2.731
N  1.401  1.214  1.445
C  2.022  2.476  1.021
C  2.375  0.166  1.668
C  3.622  0.410  2.216
C  4.477  -0.635  2.559
C  4.023  -1.936  2.407
C  2.785  -2.195  1.840
C  1.957  -1.152  1.381
N  0.773  -1.313  0.718
C  0.375  -2.563  0.229
C  1.200  -3.515  -0.364
C  0.671  -4.655  -0.952
C  -0.697  -4.863  -0.969
C  -1.539  -3.919  -0.392
C  -1.014  -2.787  0.204
N  -1.814  -1.711  0.739
C  -3.214  -1.716  0.305
C  -1.782  -1.691  2.214
H  1.436  1.714  3.506
H  -0.016  2.250  2.621
H  0.177  0.545  3.035
H  2.625  2.307  0.131
H  1.242  3.202  0.803
H  2.650  2.905  1.811
H  3.942  1.429  2.389
H  5.455  -0.429  2.975
H  4.640  -2.768  2.726
H  2.453  -3.218  1.738
H  2.262  -3.328  -0.410
H  1.333  -5.369  -1.427
H  -1.116  -5.737  -1.449
H  -2.610  -4.063  -0.436
H  -3.765  -2.543  0.768
H  -3.663  -0.772  0.611
H  -3.275  -1.789  -0.776
H  -2.333  -2.549  2.616
H  -0.754  -1.732  2.565
H  -2.243  -0.765  2.559
Cl  -3.598  2.824  2.828
C  -2.648  3.398  1.493
C  -2.767  4.741  1.101
C  -2.059  5.227  0.042
Cl  -2.242  6.897  -0.422
C  -1.182  4.384  -0.685
C  -0.419  4.769  -1.809
C  0.370  3.852  -2.444
C  0.413  2.529  -1.966
N  -0.261  2.158  -0.905
C  -1.052  3.050  -0.254
C  -1.805  2.506  0.848
O  -1.697  1.248  1.139
H  -3.440  5.389  1.644
H  -0.480  5.788  -2.165
H  0.952  4.117  -3.316
H  1.005  1.767  -2.457
S  3.815  1.292  -2.127
C  4.086  -0.334  -2.092
N  4.266  -1.095  -1.010
C  4.710  -2.460  -1.219
C  4.179  -2.854  -2.593
S  4.190  -1.307  -3.546
H  4.252  -0.665  -0.094
H  4.321  -3.100  -0.429
H  5.804  -2.512  -1.198
H  3.157  -3.228  -2.543
H  4.815  -3.590  -3.079
O  -0.020  -0.576  -2.033
C  -1.251  -0.444  -2.371
O  -2.013  0.102  -1.467
C  -1.779  -0.886  -3.625
C  -0.938  -1.526  -4.567
C  -1.435  -1.989  -5.753
C  -2.812  -1.831  -6.050
C  -3.661  -1.186  -5.117
C  -3.150  -0.727  -3.936
N  -3.327  -2.307  -7.245
O  -4.552  -2.159  -7.484
O  -2.556  -2.878  -8.057
H  0.110  -1.645  -4.326
H  -0.808  -2.482  -6.480
H  -4.705  -1.072  -5.367
H  -3.790  -0.231  -3.217

ΔE to the lowest compared entry with this formula, charge and spin = 16.8 kJ/mol
Total charge = -1
Spin multiplicity = 3
E_HOMO (spin up / spin down) = -2.472 / -5.365 eV
LUMO (spin up / spin down) = 1.8 / 1.8 eV
<S²> = 2.025

The highest ΔE to the lowest compared entry with this formula, charge and spin belongs to which entry? C35H33CdClN4S2Si2